Record 1
The following is a quantum chemistry calculation of a 11-piece molecular cluster, H22O11 overall, from the Open Molecules 2025 dataset.

Properties
- SMILES string: O.O.O.O.O.O.O.O.O.O.O
- Calculated total energy: -22875.651 eV
- Frontier orbital gap: 8.951 eV

```
! wB97M-V def2-TZVPD RIJCOSX def2/J DEFGRID3
* xyz 0 1
H -0.4071 -0.2297 -1.7526
H 0.2982 0.3421 -0.5609
H 1.5843 -4.5751 -2.3130
H 0.7926 -3.2024 -2.3798
H 1.4208 -1.4268 0.5323
H 0.1053 -0.6957 0.8868
H 3.3263 0.9939 0.9840
H 1.7927 1.1997 0.8472
H 2.0384 4.5273 2.7713
H 1.2583 3.7762 1.6409
H -0.3538 1.1746 3.8521
H -1.4297 1.3748 2.6432
H -3.3803 0.5918 1.2469
H -2.6815 -0.6807 1.0886
H -4.6857 -2.9867 -2.2788
H -3.5902 -3.9563 -2.8713
H -2.4698 -1.3498 -1.6552
H -3.2544 -1.3443 -0.2803
H 3.3591 0.5637 2.5309
H 4.6754 0.2483 3.3745
H 1.9116 3.8106 -4.7892
H 1.7977 3.3290 -3.1972
O 0.2424 0.4548 -1.5012
O 0.8154 -4.1693 -2.7115
O 1.0312 -0.9240 1.2123
O 2.5297 0.5771 0.7766
O 1.4210 4.6658 2.0822
O -1.2985 0.9714 3.4918
O -3.5384 -0.3659 1.0324
O -3.8130 -3.0115 -2.6686
O -3.0938 -1.8636 -1.0810
O 3.7501 0.3859 3.4422
O 1.6905 3.0937 -4.1153
*
```

=====

Record 2
The following is a quantum chemistry calculation of a 11-piece molecular cluster, H22O11 overall, from the Open Molecules 2025 dataset.

Properties
- SMILES string: O.O.O.O.O.O.O.O.O.O.O
- Calculated total energy: -22877.163 eV
- Frontier orbital gap: 8.776 eV

```
! wB97M-V def2-TZVPD RIJCOSX def2/J DEFGRID3
* xyz 0 1
O 1.8252 -2.1604 1.7028
H 1.1230 -1.6478 1.3275
H 2.3205 -2.2044 0.9394
O 1.4157 -1.4956 -2.1476
H 1.1585 -1.9558 -3.0012
H 1.4948 -0.5058 -2.2899
O -0.8436 2.0427 -2.2536
H 0.0209 1.6407 -2.4317
H -0.9896 2.6765 -2.7470
O 1.9616 1.1428 -2.3835
H 2.4434 1.0471 -3.2465
H 2.4853 0.9898 -1.5072
O -2.3399 -2.5530 1.2481
H -2.4398 -1.8515 1.8836
H -1.7499 -2.1192 0.3994
O 1.9692 -0.3467 3.6331
H 2.0733 -1.0266 2.9505
H 2.0063 0.3768 3.0386
O -1.1594 -3.2520 -1.2141
H -0.3635 -2.7267 -1.2239
H -1.7161 -2.6977 -1.8007
O -2.1995 1.9296 2.2239
H -2.7973 2.6081 1.7093
H -1.3772 2.3166 2.3105
O -2.7012 0.5777 -0.6992
H -2.1498 0.9883 -1.3738
H -2.1666 0.4250 -0.0017
O 0.4782 2.3043 1.6029
H 1.3742 2.5956 1.6711
H 0.1418 2.7800 0.9360
O -0.0213 -0.1386 0.2994
H 0.2028 0.5397 0.8565
H 0.5201 -0.2995 -0.4109
*
```

=====

Record 3
The following is a quantum chemistry calculation of a 11-piece molecular cluster, H22O11 overall, from the Open Molecules 2025 dataset.

Properties
- SMILES string: O.O.O.O.O.O.O.O.O.O.O
- Calculated total energy: -22875.039 eV
- Frontier orbital gap: 9.278 eV

```
! wB97M-V def2-TZVPD RIJCOSX def2/J DEFGRID3
* xyz 0 1
H 0.9553 -0.3533 0.2784
H -0.2194 -0.4803 -0.4952
H 2.0852 0.0069 -1.3014
H 0.8841 -0.5906 -1.8709
H -3.5572 -0.1900 2.6627
H -2.8816 0.3371 1.3974
H -4.0619 1.9184 -1.5071
H -3.3659 3.1406 -2.2275
H 0.6810 0.3123 2.0092
H -0.2482 0.5612 3.2241
H -0.2947 -0.2460 -4.0723
H -0.4371 1.1061 -3.6395
H 3.7517 1.8684 1.9253
H 4.5579 0.6101 1.2948
H 3.4121 1.2819 4.0126
H 2.7653 0.1142 3.3823
H 2.4121 2.1556 0.0371
H 2.6741 2.9520 1.2322
H -1.8194 -2.7225 -3.4668
H -1.2395 -3.6481 -4.5753
H -3.7225 -4.7649 0.9031
H -3.1205 -3.6779 -0.0025
O 0.1405 0.2179 0.0803
O 1.3005 0.2254 -1.8299
O -3.5849 0.5151 1.9987
O -3.1739 2.3086 -1.8198
O 0.4494 0.9220 2.7282
O -0.2349 0.2094 -3.2910
O 4.5427 1.5633 1.3187
O 3.6897 0.3792 3.7685
O 2.3613 2.0537 0.9626
O -1.7560 -3.6490 -3.7113
O -2.9453 -4.4368 0.5943
*
```

=====

Record 4
The following is a quantum chemistry calculation of a 11-piece molecular cluster, H22O11 overall, from the Open Molecules 2025 dataset.

Properties
- SMILES string: O.O.O.O.O.O.O.O.O.O.O
- Calculated total energy: -22878.730 eV
- Frontier orbital gap: 9.965 eV

```
! wB97M-V def2-TZVPD RIJCOSX def2/J DEFGRID3
* xyz 0 1
H 1.5491 -0.7039 -1.1371
H 0.5997 0.1489 -0.3116
H 2.8431 -0.5586 0.5211
H 3.6097 -1.1140 1.7102
H 4.2544 3.4348 -0.1872
H 2.7874 3.2397 -0.5333
H -2.7262 -0.8618 -0.2807
H -2.6943 0.5215 0.3482
H -0.8899 -1.9658 -0.3857
H -2.2953 -2.5054 -0.1764
H -1.2034 2.2476 -2.9614
H -0.5830 3.6294 -3.0869
H 5.6409 -1.1666 -0.3889
H 5.4989 -2.6472 -0.0762
H -1.7039 3.6502 -0.4575
H -2.1169 4.8218 0.4182
H -2.0865 -3.4690 -2.2078
H -3.4712 -3.9847 -2.5639
H -1.3469 -1.3535 2.8360
H -1.3409 -2.0778 4.1722
H -0.4579 1.2584 2.4865
H -1.8298 0.6821 2.1769
O 0.6115 -0.5364 -0.9893
O 2.7385 -1.1197 1.2978
O 3.4700 2.9417 0.0785
O -3.2848 -0.0988 -0.0940
O -1.6189 -2.3891 -0.8531
O -1.2704 3.1449 -2.6160
O 5.5733 -2.0297 -0.8125
O -2.4552 4.0073 0.0293
O -2.6030 -4.2806 -2.2678
O -1.9019 -1.8928 3.4106
O -1.2964 1.0269 2.9018
*
```

=====

Record 5
The following is a quantum chemistry calculation of a 11-piece molecular cluster, H22O11 overall, from the Open Molecules 2025 dataset.

Properties
- SMILES string: O.O.O.O.O.O.O.O.O.O.O
- Calculated total energy: -22876.305 eV
- Frontier orbital gap: 10.033 eV

```
! wB97M-V def2-TZVPD RIJCOSX def2/J DEFGRID3
* xyz 0 1
H 0.3931 -0.4468 -0.0322
H -0.4328 0.9990 -0.2200
H -2.4976 -2.4762 -2.9491
H -1.2801 -3.3868 -2.9649
H -1.5028 4.3747 -3.6055
H -1.3031 3.0222 -2.9143
H -2.3997 2.4461 2.8585
H -2.5453 3.5534 1.7079
H 1.4630 -3.7460 0.3086
H 1.9369 -3.9731 -0.9777
H 0.7765 -0.1633 -4.0324
H -0.3789 0.6368 -4.6697
H 4.6111 -3.8128 1.4899
H 4.0037 -2.4719 1.3385
H 0.7279 1.2377 3.6480
H 1.1534 2.6197 3.8560
H 3.0349 -0.3010 2.4173
H 1.8540 0.1255 1.4984
H -0.9703 -2.0250 2.7073
H -2.1785 -2.7860 2.7439
H -2.9310 2.4554 0.1095
H -2.4563 2.5611 -1.3014
O -0.4027 0.1337 0.1773
O -1.5441 -2.4792 -3.1338
O -1.7001 3.8366 -2.8278
O -2.0430 2.7228 1.9953
O 2.2621 -4.0559 -0.0560
O 0.6037 0.6958 -4.5673
O 3.9948 -3.3017 0.8323
O 0.4476 2.0729 4.0759
O 2.6803 -0.2132 1.5123
O -1.8768 -2.0674 2.2573
O -2.3066 2.8502 -0.3927
*
```

=====

Record 6
The following is a quantum chemistry calculation of a 11-piece molecular cluster, H22O11 overall, from the Open Molecules 2025 dataset.

Properties
- SMILES string: O.O.O.O.O.O.O.O.O.O.O
- Calculated total energy: -22879.554 eV
- Frontier orbital gap: 9.837 eV

```
! wB97M-V def2-TZVPD RIJCOSX def2/J DEFGRID3
* xyz 0 1
O 0.0129 -0.2465 -0.2836
H 0.6260 -0.5587 0.4083
H -0.6955 0.2003 0.1974
O 1.8436 2.5866 -1.0814
H 0.9059 2.3715 -1.1181
H 1.8737 3.4902 -0.7557
O -3.0136 -0.5831 -2.2213
H -2.4322 -0.5598 -1.4555
H -2.4603 -0.9721 -2.9067
O -2.6008 0.8290 0.4747
H -3.3440 1.0843 -0.0882
H -2.9124 0.9585 1.3781
O 0.5275 2.7727 2.1943
H 0.0940 2.9545 1.3456
H 0.2367 1.8964 2.4531
O -1.0817 3.0483 -0.0558
H -1.2428 3.4915 -0.8944
H -1.8530 2.4716 0.0866
O -1.1078 -2.6632 -2.0006
H -0.5770 -2.4528 -1.2268
H -1.9671 -2.9133 -1.6473
O 1.2403 -1.4593 1.9165
H 0.4415 -1.9951 1.8534
H 1.9662 -2.0559 1.7009
O 1.3240 -3.8901 -0.7438
H 1.0285 -3.9310 0.1698
H 1.9201 -3.1348 -0.7900
O 2.1918 0.7805 3.4530
H 2.5988 0.3411 4.2052
H 1.7885 0.0649 2.9447
O 1.4358 -0.7622 -2.8578
H 0.9900 -0.8795 -2.0110
H 2.2427 -0.2845 -2.6436
*
```

=====

Record 7
The following is a quantum chemistry calculation of a 10-piece molecular cluster, H22O11 overall, from the Open Molecules 2025 dataset.

Properties
- Calculated total energy: -22872.465 eV
- Frontier orbital gap: 6.693 eV

```
! wB97M-V def2-TZVPD RIJCOSX def2/J DEFGRID3
* xyz 0 1
H 1.1398 -1.4114 -0.0016
H -0.0175 -0.5913 -0.5476
H -4.2942 -1.0024 -0.0934
H -5.7173 -1.5267 0.0070
H -0.3048 -1.2112 2.9087
H -0.4690 -2.1137 4.1206
H 2.8894 0.2656 0.4666
H 2.5876 0.3990 -1.0171
H -2.6968 2.3597 1.3300
H -4.0710 1.8177 0.9726
H 1.7684 3.9610 -0.8907
H 1.1652 3.8498 0.4999
H 5.1574 -1.2968 1.5532
H 6.4776 -1.1435 0.8158
H 2.9224 -2.0832 -0.3591
H 3.5371 -2.2434 -1.7399
H -0.7330 3.2017 -0.3868
H -1.4225 4.1489 0.5814
H 0.2430 -1.4138 -3.0100
H 1.4350 -0.5668 -2.5953
H -3.4580 -2.3769 -0.2318
H -4.5710 -3.4112 -0.1914
O 0.8462 -0.5022 -0.1292
O -5.0903 -1.1449 -0.6177
O 0.1396 -1.4829 3.7197
O 3.3188 0.3131 -0.3950
O -3.2274 1.5555 1.3580
O 0.9227 3.9160 -0.4306
O 5.6504 -0.6831 0.9971
O 2.6876 -2.2017 -1.2864
O -1.5830 3.6195 -0.2079
O 0.4779 -0.5309 -2.7030
O -4.3384 -2.5599 -0.5789
*
```

=====

Record 8
The following is a quantum chemistry calculation of a 11-piece molecular cluster, H22O11 overall, from the Open Molecules 2025 dataset.

Properties
- SMILES string: O.O.O.O.O.O.O.O.O.O.O
- Calculated total energy: -22880.330 eV
- Frontier orbital gap: 10.816 eV

```
! wB97M-V def2-TZVPD RIJCOSX def2/J DEFGRID3
* xyz 0 1
O 1.1851 -3.1137 -1.2235
H 1.2077 -2.1597 -1.3796
H 1.5003 -3.2388 -0.3217
O -2.1688 -1.0854 2.5802
H -2.4611 -1.7230 3.2418
H -2.9447 -0.5358 2.3965
O 0.7073 1.8494 2.4027
H 0.0532 2.4135 1.9733
H 0.2836 1.5530 3.2154
O -1.8689 -1.8126 -1.5029
H -1.2941 -1.1975 -1.0128
H -1.3036 -2.5876 -1.6189
O 2.5459 -0.0334 -0.4040
H 2.9361 -0.9123 -0.3309
H 3.2124 0.5644 -0.0433
O 1.4859 -0.0149 -3.0720
H 1.6523 0.1550 -2.1314
H 1.6455 0.8410 -3.4824
O 2.3609 2.7130 -1.9346
H 1.5181 2.6503 -1.4608
H 2.3181 3.5358 -2.4322
O -0.4712 2.6430 -1.3279
H -1.1946 2.1956 -0.8716
H -0.4368 2.1968 -2.1853
O 0.5976 -1.6456 3.3230
H 0.4649 -1.1130 4.1128
H -0.2169 -1.5290 2.8109
O -0.3224 0.0104 0.0259
H -0.6319 -0.2223 0.9132
H 0.4543 0.5650 0.1821
O -3.7744 -0.2798 0.2097
H -4.1074 0.0243 -0.6403
H -2.9327 -0.7060 -0.0114
*
```

=====

no.,HOMO level (eV)
1,-9.71
2,-9.87
3,-9.49
4,-10.62
5,-10.00
6,-10.44
7,-6.68
8,-10.83